Record 1
77
Properties=species:S:1:pos:R:3:forces:R:3:mulliken_charge:R:1 method="wB97M-V/def2-TZVPD" total_charge=+1 homo_lumo_gap_ev=1.43 lumo_ev=-6.8 e_homo_ha=-0.303
C -4.601701 0.291089 -2.086538 0.76 0.23 0.92 -1.566
C -3.158025 -0.174138 -2.322857 -1.25 0.13 -0.14 0.976
C -2.730488 -1.370610 -1.746117 2.39 0.69 -0.35 -1.755
C -1.320555 -1.753730 -1.953825 -2.65 0.02 1.12 -0.593
C -0.493540 -0.925898 -2.691088 -0.25 -0.14 -0.25 0.165
C 0.980335 -1.366832 -2.828287 0.91 -0.27 -0.14 -0.877
C 1.906736 -0.163072 -2.727795 -3.58 0.04 4.12 -0.152
C 2.501638 0.051879 -1.351201 1.14 0.12 -1.48 -0.397
C 1.561429 1.096693 -0.654300 0.05 -0.44 0.34 -0.448
C 2.041402 1.464364 0.775906 0.86 0.69 0.47 -0.067
N 1.942573 0.466379 1.869929 -0.25 0.40 -1.50 -0.271
O 2.506715 2.530030 1.024300 -0.40 -0.31 -0.30 -0.400
C -0.999719 0.248622 -3.275286 0.46 -0.44 0.25 0.162
C -2.318379 0.649214 -3.101314 -0.45 -0.22 0.26 -0.227
H -4.912662 1.077402 -2.782816 0.01 -0.48 -0.02 0.348
H -4.601393 0.760349 -1.083187 -0.21 -0.15 -0.37 0.314
H -5.323739 -0.538516 -2.030269 0.11 0.28 -0.26 0.337
H -3.465747 -1.977287 -1.147983 2.43 3.21 0.42 1.049
H -0.980735 -2.674748 -1.462204 0.20 0.39 -0.25 0.364
H 1.185933 -2.007080 -1.953890 0.18 0.06 -0.49 0.346
H 1.158490 -2.006000 -3.711796 -0.21 0.43 0.01 0.544
H 1.355157 0.776928 -2.925692 1.31 -0.10 -1.74 0.272
H 2.613639 -0.888969 -0.796833 0.14 0.31 -0.19 0.315
H 3.482557 0.550696 -1.507901 -0.23 -0.14 0.47 0.349
H 0.543644 0.674286 -0.593937 0.29 0.32 -0.09 0.214
H 1.588787 2.036187 -1.220882 -0.22 -0.25 0.21 0.542
H 1.880379 -0.441624 1.380416 0.08 1.23 -0.88 0.257
H 1.053124 0.650541 2.370103 0.38 0.15 -0.24 0.327
H -0.295358 0.849476 -3.849455 -0.67 0.11 -0.06 0.388
H -2.663056 1.650081 -3.579901 0.48 -2.06 1.00 0.195
K -4.088646 -3.467802 -1.910075 -1.63 -3.48 -1.31 1.034
Mg 1.262698 -1.493503 2.609446 -0.66 -2.13 1.74 0.071
C -4.879184 -9.314850 3.521792 -0.20 0.36 0.01 -1.107
C -3.721804 -9.029026 2.589511 -0.01 -0.73 0.43 -0.204
O -3.994953 -7.873726 1.764629 0.02 0.44 -0.42 -0.310
C -3.783134 -6.692858 2.327492 0.18 -1.16 0.34 0.180
O -3.395273 -6.508947 3.438886 0.01 0.63 -0.05 -0.477
C -4.068387 -5.575211 1.317584 -0.57 0.65 -0.13 1.084
F -5.216045 -5.773753 0.637407 0.14 -0.15 -0.01 -0.283
F -3.091691 -5.469510 0.392315 0.28 -0.22 -0.31 -0.293
F -4.161998 -4.385257 1.887350 0.26 -0.05 0.21 -0.249
H -5.807081 -9.420123 2.957865 0.06 -0.14 -0.03 0.303
H -4.699738 -10.230911 4.082838 0.04 0.00 -0.05 0.377
H -5.024658 -8.499240 4.230484 0.10 -0.05 0.06 0.322
H -3.580597 -9.864755 1.907077 -0.05 0.23 -0.24 0.319
H -2.788003 -8.895991 3.135242 -0.06 0.27 -0.03 0.325
Br -1.520536 2.936261 -4.649323 0.64 2.00 -1.02 -0.791
F -6.375768 -3.694210 2.934905 -2.21 -0.75 -1.00 -0.129
C 7.174627 2.617602 2.073963 0.17 0.16 -0.07 -1.195
C 6.327532 2.817613 3.320228 -0.20 -0.45 -0.34 0.518
C 6.055460 1.494106 4.024180 -0.01 -0.01 0.19 -1.308
O 5.094179 3.427220 2.963224 -0.07 0.13 0.22 -0.407
H 6.658920 1.970855 1.353127 -0.01 -0.11 0.09 0.217
H 7.349903 3.572937 1.578341 0.00 0.04 0.11 0.311
H 8.139332 2.167152 2.317472 -0.01 -0.02 -0.04 0.385
H 6.835224 3.498410 4.001296 -0.18 0.17 -0.07 0.347
H 5.502573 0.810946 3.367382 0.10 0.00 -0.09 0.241
H 5.438748 1.653449 4.910361 0.06 0.05 0.01 0.329
H 6.984858 1.007874 4.328406 -0.03 -0.04 -0.01 0.387
H 4.634337 2.835398 2.358584 0.02 0.02 -0.02 0.195
C 0.425141 7.114771 -5.567390 0.27 -0.54 -0.95 0.566
O 1.188960 7.776633 -6.235792 -0.07 0.42 0.39 -0.607
N 0.004451 7.547517 -4.304186 -0.94 0.50 0.42 -0.500
N -0.084199 5.931622 -5.947635 -0.21 0.23 0.28 -0.216
H -0.626628 7.030431 -3.712870 0.32 -0.45 -0.01 0.278
H 0.373969 8.419893 -3.990485 1.59 -0.87 -0.36 0.137
H 0.195522 5.579770 -6.845805 0.00 -0.04 0.03 0.178
H -0.720980 5.385166 -5.384564 0.06 -0.40 -0.05 0.053
O 4.719140 7.062333 4.434333 -0.05 0.00 -0.05 -0.659
Cl 5.878539 6.995033 3.578267 -0.09 -0.04 0.18 1.660
O 6.645201 8.211226 3.708605 0.01 0.01 -0.10 -0.647
O 5.453838 6.841587 2.201335 0.03 0.03 -0.06 -0.647
O 6.696092 5.867014 3.960213 0.09 0.02 -0.06 -0.628
O -10.263918 -4.730685 0.198904 0.44 0.13 0.36 -0.771
V -8.984452 -4.459450 1.188791 0.28 -0.04 0.20 1.542
O -7.613697 -4.153848 2.275150 1.28 0.70 0.52 -0.641
Na -0.985314 9.425121 -3.364159 -0.98 0.88 0.27 0.996

Record 2
72
Properties=species:S:1:pos:R:3:forces:R:3:mulliken_charge:R:1 method="wB97M-V/def2-TZVPD" total_charge=-1 homo_lumo_gap_ev=7.51 lumo_ev=1.8 e_homo_ha=-0.210
C -2.476552 0.751450 -0.692314 0.96 -1.31 -0.67 -0.683
C -2.124589 0.164079 -2.183181 -0.84 2.20 -0.32 0.767
N -2.241471 1.019369 -3.178707 0.44 -2.21 1.86 -0.818
C -1.642094 -1.374475 -2.414845 -0.10 0.59 -0.02 -0.723
S 0.083862 -1.570903 -1.678966 1.08 0.68 1.88 1.083
O 0.763506 -0.215647 -1.822220 -1.45 -3.14 0.01 -0.672
O -0.148447 -1.965445 -0.231254 0.44 0.85 -3.12 -0.625
N 0.830861 -2.808847 -2.623482 0.99 1.18 2.43 -0.575
S 2.054502 -3.622923 -1.694403 -2.29 -3.95 0.17 1.179
O 1.335334 -4.543479 -0.696371 2.19 2.82 -2.01 -0.636
O 2.979730 -4.449704 -2.550533 -1.80 2.86 1.29 -0.710
C 2.992075 -2.283318 -0.781056 0.19 0.89 1.19 -0.863
O 4.312254 -2.751688 -0.327205 -0.12 1.98 1.50 -0.358
C 4.822824 -1.885433 0.689513 1.21 1.85 2.22 0.525
C 5.792994 -2.477639 1.742922 -0.56 3.05 0.26 -0.474
C 6.406369 -1.570461 2.867722 -2.32 1.73 -2.63 -0.320
C 6.065652 -0.061278 2.931077 -1.63 -1.54 -2.54 -0.478
C 5.082945 0.546448 1.896057 0.66 -3.83 -0.65 -0.122
C 4.459222 -0.356629 0.786993 2.19 -1.01 2.32 0.013
H -3.361137 0.215534 -0.205280 1.21 0.68 -0.73 0.119
H -2.675127 1.898618 -0.715691 0.35 -2.54 -0.61 0.168
H -1.539806 0.524183 -0.063862 -1.48 0.51 -0.75 0.311
H -2.560592 1.946103 -2.822437 0.29 -1.01 -0.12 0.254
H -2.315305 -2.120770 -1.845057 1.22 1.27 -0.95 0.315
H -1.527707 -1.651125 -3.518262 -0.38 0.66 1.50 0.286
H 3.087323 -1.323429 -1.418009 -0.34 -1.82 0.77 0.407
H 2.394358 -2.089184 0.188994 0.50 -0.19 -1.88 0.633
H 6.063771 -3.592059 1.676238 -0.52 2.00 0.14 0.309
H 7.114330 -1.986442 3.657287 -1.14 0.45 -1.38 0.289
H 6.509192 0.655732 3.715731 -0.71 -1.53 -1.31 0.267
H 4.789354 1.659522 1.882020 0.62 -2.04 0.20 -0.005
H 3.745496 0.139539 0.050091 1.09 -0.92 1.16 0.179
Cl -2.186403 2.941051 1.152499 0.43 0.56 0.81 -0.102
C -0.949787 3.643483 2.224351 0.12 0.22 0.10 -0.334
C 0.386629 3.798803 1.525846 0.00 0.08 0.02 -0.421
Cl 1.153332 2.233741 1.170200 -0.10 -0.06 -0.02 -0.093
H -0.871228 3.012750 3.111712 0.03 -0.03 -0.18 0.305
H -1.319423 4.622114 2.535404 0.16 -0.10 -0.07 0.169
H 1.078435 4.349086 2.168353 -0.10 -0.05 0.02 0.198
H 0.285432 4.345825 0.586855 -0.04 -0.13 0.10 0.241
Cl -5.103016 -1.439441 -1.496898 -0.16 0.00 0.00 -0.110
C -5.997547 -2.065049 -2.903083 -0.11 -0.20 -0.12 -0.538
C -5.209327 -1.912998 -4.187525 -0.04 -0.19 -0.03 -0.405
Cl -5.030697 -0.211818 -4.665613 -0.06 0.05 -0.04 -0.175
H -6.957091 -1.547605 -2.952424 0.18 0.04 -0.03 0.334
H -6.191768 -3.122917 -2.712091 0.10 0.08 -0.05 0.309
H -5.728511 -2.419877 -5.003901 -0.02 0.03 0.13 0.362
H -4.210937 -2.345305 -4.098643 -0.10 0.12 0.08 0.234
Cl 4.123856 4.283644 0.842365 -0.07 0.09 -0.04 -0.086
C 4.358029 6.047832 0.783135 0.11 0.11 0.07 -0.523
C 3.051443 6.804141 0.920358 0.15 0.09 0.12 -0.428
Cl 1.999087 6.591941 -0.500557 -0.02 -0.02 0.01 -0.181
H 4.866871 6.291085 -0.151066 -0.16 -0.06 0.06 0.324
H 5.023151 6.306081 1.610282 -0.13 0.02 -0.04 0.271
H 3.250905 7.874317 1.008916 0.04 -0.11 -0.04 0.351
H 2.495194 6.486980 1.804326 0.07 -0.06 -0.15 0.270
Cl -1.145088 -7.887163 -3.176079 -0.11 -0.09 -0.06 -0.221
C -0.185159 -7.611548 -1.699248 0.33 0.15 0.22 -0.170
C 0.465373 -8.883859 -1.196078 0.23 0.31 -0.11 -0.413
Cl -0.728729 -10.049504 -0.566809 -0.08 -0.16 0.03 -0.218
H -0.839468 -7.169116 -0.946979 0.07 -0.10 -0.13 0.310
H 0.584433 -6.878791 -1.953122 -0.06 -0.05 0.09 0.068
H 1.143528 -8.650884 -0.372787 -0.14 0.07 -0.08 0.299
H 1.039686 -9.378572 -1.981140 -0.18 0.04 0.05 0.326
Cl -5.530842 3.003908 2.270861 -0.08 0.04 0.06 -0.147
C -5.387276 3.925949 3.787229 -0.04 0.04 0.09 -0.503
C -5.176055 5.407175 3.540513 -0.21 -0.03 0.18 -0.457
Cl -3.580044 5.750907 2.828391 -0.17 0.14 0.01 -0.142
H -4.571165 3.495096 4.369866 -0.02 0.09 -0.15 0.301
H -6.317438 3.772613 4.339016 0.07 0.10 -0.07 0.337
H -5.222991 5.950473 4.486874 0.03 -0.12 -0.05 0.285
H -5.938522 5.815755 2.875181 0.15 -0.13 0.00 0.332